Entry from OMol25: a 2-piece molecular cluster, C4H12N2O overall (ωB97M-V/def2-TZVPD).

Cartesian coordinates (Å):
1 H 0.674 0.157 -1.181
2 H -0.529 -2.168 0.127
3 H -1.958 1.521 1.886
4 H -1.072 1.976 -0.597
5 H -2.707 1.415 -0.474
6 H 1.601 -2.298 1.121
7 H -0.441 0.825 1.515
8 C -1.472 0.820 1.205
9 H -2.053 -0.883 -0.884
10 C -1.370 -0.089 -1.152
11 N 1.438 -1.563 0.449
12 C 0.303 -1.495 -0.101
13 N -0.012 -0.575 -1.066
14 H -1.632 0.160 -2.169
15 H 2.417 0.250 0.662
16 C -1.673 1.124 -0.267
17 H -1.856 -0.149 1.434
18 H 2.664 1.384 -0.293
19 O 2.575 1.218 0.652

The HOMO energy is -0.342 Eh. The HOMO-LUMO gap is 10.3 eV. As for the SMILES: [H]/N=C/NCCC.O.

These are the Mulliken partial charges, in e, on atoms 1 to 2: H 0.2267; H 0.3736

Entry from OMol25: C3HBiO2 as an isolated structure (ωB97M-V/def2-TZVPD).

Cartesian coordinates (Å):
1 C 0.857 1.058 0.611
2 O -0.414 -2.087 -0.868
3 Bi -1.615 -0.335 -0.289
4 O 2.002 0.797 0.701
5 C 0.374 -2.885 -1.058
6 H -0.808 2.213 0.605
7 C -0.395 1.239 0.298

The HOMO energy (alpha / beta) is -0.755 / -0.755 Eh. The HOMO-LUMO gap (alpha / beta) is 7.7 / 7.7 eV. As for the net charge: +2.

These are the Mulliken partial charges, in e, on atoms 1 to 2: C 0.6200; O -0.0799

Entry from OMol25: C27H16ClN6OS2W as an isolated structure (ωB97M-V/def2-TZVPD).

Cartesian coordinates (Å):
1 C 0.608 1.235 -1.849
2 C -2.984 2.466 1.127
3 C 3.330 -2.696 -0.820
4 C -4.086 2.928 0.444
5 H 0.173 2.741 1.948
6 N 2.083 -4.161 4.586
7 H 1.399 6.372 0.042
8 H -2.532 3.054 1.914
9 C -0.929 -4.656 -1.839
10 C 0.484 3.265 1.058
11 N 0.962 2.427 -2.350
12 C -4.685 2.140 -0.546
13 C -2.424 1.222 0.826
14 Cl -6.090 2.711 -1.368
15 H 1.185 2.617 -3.312
16 C 0.777 4.612 1.100
17 H -2.635 -3.487 -1.258
18 H 0.508 0.347 -2.453
19 C 2.635 -1.663 -0.190
20 C 2.363 -1.030 3.086
21 H 0.915 -5.602 -2.350
22 C 1.174 5.317 -0.045
23 H -4.629 0.309 -1.627
24 C 0.973 3.344 -1.315
25 H 3.162 -4.561 -1.865
26 N 4.756 -1.180 4.021
27 C 0.433 -4.740 -1.908
28 N 0.386 1.282 -0.552
29 H 4.410 -2.671 -0.820
30 C 0.602 2.620 -0.174
31 H 3.182 -0.874 0.305
32 C 0.612 -2.608 -0.762
33 N -1.273 -1.255 -0.290
34 C -4.159 0.915 -0.862
35 C 1.238 -3.710 -1.373
36 C -1.554 -3.522 -1.291
37 S 1.975 0.433 2.199
38 S -0.158 -2.004 2.643
39 C 2.648 -3.732 -1.396
40 C 3.678 -1.115 3.624
41 H 1.571 5.242 -2.160
42 C -0.798 -2.491 -0.791
43 H -4.498 3.901 0.675
44 W 0.080 -0.280 0.946
45 H -1.543 -5.465 -2.211
46 C -3.000 0.442 -0.215
47 H -3.049 -1.389 -1.327
48 H 0.703 5.142 2.040
49 O -1.397 0.754 1.507
50 C 1.825 -3.204 4.003
51 C 1.466 -2.040 3.259
52 C 1.274 4.700 -1.272
53 C -2.451 -0.803 -0.635
54 N 1.306 -1.599 -0.129

The HOMO energy (alpha / beta) is -0.382 / -0.405 Eh. The HOMO-LUMO gap (alpha / beta) is 6.0 / 6.4 eV. Its multiplicity is 3. As for the net charge: +1.

These are the Mulliken partial charges, in e, on atoms 1 to 2: C -0.6534; C -0.5195

Calculated energy above the lowest of the compared OMol25 structures with the same formula, charge and spin (kcal/mol), listed in the same order as above: 19.9, 0.0, 7.8
Calculated energy (Eh), listed in the same order as above: -344.3533, -479.1369, -2765.8309